(1)
A molecular structure, C7H13FN2O3 at a distorted geometry, computed with ωB97M-V with the def2-TZVPD basis set.

```
26
Properties=species:S:1:pos:R:3
C -2.38 1.15 -0.25
C -0.55 -1.06 -0.32
C 1.92 0.91 1.45
C 2.58 -1.18 0.25
C 1.62 0.66 -1.14
C -2.04 -0.79 -0.06
C 1.59 -0.06 0.29
N -3.59 1.25 -0.73
N 0.28 -0.54 0.61
O -1.44 1.85 0.03
O -0.20 -1.61 -1.39
O -2.97 -1.33 -0.86
F -2.38 -1.02 1.33
H 2.97 1.38 1.62
H 1.20 1.72 1.39
H 1.52 0.38 2.40
H 2.05 -2.15 0.01
H 3.17 -1.39 1.18
H 3.34 -0.94 -0.52
H 1.67 -0.06 -1.95
H 0.71 1.18 -1.27
H 2.28 1.46 -1.03
H -3.97 0.43 -0.91
H -4.16 2.12 -0.80
H -0.24 -0.10 1.37
H -2.99 -2.28 -0.71
```

HOMO energy	-9.210	eV
energy relative to the best compared isomer or geometry (same formula, charge and spin)	0.0000	eV
electronic energy	-19308.8277	eV
E_LUMO	0.56	eV
frontier orbital gap	9.8	eV

=====

(2)
C28H28N2O6 in the gas phase at a distorted geometry, computed with ωB97M-V with the def2-TZVPD basis set.

```
64
Properties=species:S:1:pos:R:3
C 4.67 -2.79 1.35
O 3.58 -2.67 0.47
C 2.60 -1.75 0.67
C 1.58 -1.81 -0.29
C 0.50 -0.95 -0.26
C -0.52 -1.07 -1.37
C -1.83 -0.36 -1.12
C -1.95 0.99 -1.16
C -3.26 1.66 -0.84
C -4.13 0.78 0.07
C -3.50 0.62 1.42
C -3.46 1.47 2.49
C -2.70 0.81 3.49
C -2.33 -0.38 2.95
O -2.81 -0.50 1.70
C -4.31 -0.57 -0.61
C -2.97 -1.24 -0.90
O -2.89 -2.45 -0.99
N -0.96 1.88 -1.45
C 0.36 1.73 -1.87
C 1.19 2.84 -1.73
C 2.50 2.82 -2.16
C 3.02 1.67 -2.74
C 2.21 0.56 -2.87
C 0.89 0.57 -2.46
N 0.10 -0.59 -2.60
C -0.08 -1.13 -3.84
C -0.90 -2.39 -3.91
O 0.40 -0.61 -4.83
C 0.43 0.00 0.74
C 1.44 0.10 1.69
O 1.46 1.06 2.66
C 0.58 2.15 2.55
C 2.53 -0.79 1.68
O 3.54 -0.67 2.62
C 3.16 -0.88 3.96
H 4.36 -3.11 2.34
H 5.23 -1.85 1.43
H 5.31 -3.55 0.91
H 1.67 -2.56 -1.06
H -0.76 -2.13 -1.48
H -3.08 2.63 -0.36
H -3.80 1.85 -1.77
H -5.10 1.27 0.21
H -3.92 2.43 2.56
H -2.47 1.18 4.47
H -1.76 -1.20 3.34
H -4.90 -1.25 0.00
H -4.83 -0.44 -1.56
H -1.21 2.85 -1.31
H 0.78 3.75 -1.30
H 3.12 3.70 -2.04
H 4.04 1.64 -3.07
H 2.60 -0.34 -3.33
H -0.39 -3.21 -3.41
H -1.03 -2.65 -4.96
H -1.88 -2.27 -3.45
H -0.41 0.67 0.80
H -0.46 1.85 2.73
H 0.66 2.63 1.57
H 0.88 2.85 3.33
H 2.72 -1.88 4.09
H 2.44 -0.14 4.30
H 4.07 -0.80 4.54
```

HOMO energy	-7.897	eV
energy relative to the best compared isomer or geometry (same formula, charge and spin)	1.0031	eV
electronic energy	-44754.6186	eV
E_LUMO	0.37	eV
structure (SMILES)	COc1cc([C@H]2C3=C(C[C@H](c4ccco4)CC3=O)Nc3ccccc3N2C(C)=O)cc(OC)c1OC
frontier orbital gap	8.3	eV

=====

(3)
A molecular structure, C24H38BrClN2O4PtS2Si, computed with ωB97M-V with the def2-TZVPD basis set.

```
74
Properties=species:S:1:pos:R:3
Pt 0.95 -1.31 -0.68
O -3.00 -3.20 -1.65
C -2.51 -4.45 -1.80
C -3.44 -5.44 -2.13
C -3.03 -6.74 -2.30
C -1.69 -7.09 -2.15
C -0.77 -6.12 -1.82
C -1.16 -4.78 -1.64
C -0.14 -3.78 -1.30
O -0.54 -2.54 -1.13
N 1.09 -4.13 -1.17
N 1.92 -3.05 -0.84
C 3.16 -3.38 -0.72
S 4.38 -2.26 -0.22
C 5.74 -3.31 -0.79
C 5.37 -4.75 -0.49
S 3.66 -5.02 -1.04
H -2.25 -2.61 -1.42
H -4.47 -5.15 -2.25
H -3.76 -7.50 -2.56
H -1.37 -8.12 -2.28
H 0.27 -6.36 -1.69
H 6.64 -3.00 -0.25
H 5.89 -3.15 -1.86
H 5.43 -4.95 0.58
H 6.00 -5.45 -1.03
Cl 5.61 0.87 0.03
C 4.09 1.60 -0.56
C 3.08 0.57 -1.08
O 2.42 -0.02 -0.13
O 2.96 0.39 -2.27
H 4.36 2.26 -1.37
H 3.68 2.15 0.28
C -0.95 2.61 3.47
C -0.36 1.73 2.35
C -0.68 0.25 2.66
C 1.17 1.86 2.39
Si -1.08 2.29 0.66
Br -0.80 0.49 -0.81
C -0.15 3.73 -0.18
C -0.87 4.22 -1.44
C 1.27 3.32 -0.61
C -0.03 4.91 0.81
C -2.99 2.43 0.61
C -3.65 1.32 1.44
C -3.41 3.79 1.20
C -3.58 2.32 -0.80
H -0.47 2.32 4.41
H -2.02 2.47 3.59
H -0.76 3.67 3.31
H -0.27 0.02 3.64
H -0.21 -0.42 1.94
H -1.75 0.04 2.68
H 1.51 1.47 3.35
H 1.50 2.90 2.33
H 1.65 1.28 1.61
H -1.00 3.42 -2.17
H -0.27 5.00 -1.90
H -1.85 4.66 -1.22
H 1.26 2.45 -1.28
H 1.91 3.09 0.24
H 1.73 4.15 -1.15
H -1.00 5.28 1.14
H 0.47 5.74 0.30
H 0.56 4.66 1.69
H -3.42 1.38 2.50
H -3.37 0.32 1.08
H -4.74 1.41 1.34
H -3.03 3.95 2.21
H -4.50 3.82 1.26
H -3.10 4.63 0.58
H -3.43 1.34 -1.24
H -3.20 3.06 -1.50
H -4.67 2.47 -0.73
```

HOMO energy	-8.009	eV
energy relative to the best compared isomer or geometry (same formula, charge and spin)	0.0000	eV
electronic energy	-152037.7043	eV
E_LUMO	0.29	eV
frontier orbital gap	8.3	eV

=====

(4)
A molecular structure, C16H32NO2P2SiTb at a distorted geometry, computed with ωB97M-V with the def2-TZVPD basis set.

```
55
Properties=species:S:1:pos:R:3
Tb 0.00 0.00 0.00
P 2.04 -1.02 0.27
C 2.35 -1.49 -1.54
C 1.05 -1.79 -2.28
N -0.08 -1.23 -1.77
C -1.26 -1.45 -2.41
C -1.35 -2.23 -3.57
C -0.18 -2.79 -4.09
C 1.04 -2.57 -3.44
C -2.50 -0.84 -1.77
P -2.08 0.66 -0.70
H 1.96 -2.99 -3.83
H -2.30 -2.39 -4.05
H -0.21 -3.39 -4.98
H -3.23 -0.56 -2.53
H -2.96 -1.60 -1.14
H 2.81 -0.66 -2.02
H 3.04 -2.33 -1.60
H 1.77 3.82 -2.40
O 2.61 3.69 -3.00
H 2.36 4.02 -3.90
H -1.55 4.87 -0.34
O -1.17 5.67 -0.82
H -1.61 6.47 -0.42
C -2.30 2.05 -1.95
H -3.28 2.00 -2.42
H -2.20 3.02 -1.46
H -1.54 1.98 -2.73
C -3.64 0.83 0.34
H -3.60 1.74 0.93
H -4.52 0.87 -0.30
H -3.73 -0.02 1.01
C 2.11 -2.70 1.10
H 3.03 -3.22 0.84
H 2.07 -2.58 2.19
H 1.27 -3.31 0.78
C 3.70 -0.25 0.72
H 3.73 -0.02 1.79
H 4.51 -0.93 0.49
H 3.85 0.67 0.16
C -1.52 0.88 5.79
Si 0.00 0.00 5.17
C 1.52 0.88 5.79
C 0.00 -1.76 5.79
C 0.00 0.00 3.30
C 0.00 0.00 2.00
H -1.52 0.88 6.90
H -2.43 0.36 5.42
H -1.52 1.93 5.42
H 1.52 0.88 6.90
H 2.43 0.36 5.42
H 1.52 1.93 5.42
H -0.91 -2.28 5.42
H 0.91 -2.28 5.42
H 0.00 -1.76 6.90
```

HOMO energy (alpha / beta)	-14.844 / -14.880	eV
energy relative to the best compared isomer or geometry (same formula, charge and spin)	4.7632	eV
electronic energy	-71566.1355	eV
net charge	+2
multiplicity	7
E_LUMO (alpha / beta)	-7.45 / -7.02	eV
frontier orbital gap (alpha / beta)	7.4 / 7.9	eV

=====

(5)
A gas-phase ion, C6H10NO2S (charge -1) at a distorted geometry, computed with ωB97M-V with the def2-TZVPD basis set.

```
20
Properties=species:S:1:pos:R:3
C 0.98 -1.28 0.28
C -0.06 -0.18 0.18
C 0.11 0.68 -1.05
C -0.17 0.63 1.46
S -1.70 -1.07 -0.04
O -1.98 -1.68 1.42
O -1.49 -2.07 -1.07
C -2.94 -0.01 -0.55
C -3.20 1.13 0.13
N -3.46 2.12 0.70
H 0.74 -1.91 1.13
H 0.94 -1.89 -0.62
H 1.98 -0.87 0.40
H 1.08 1.19 -1.05
H -0.68 1.43 -1.09
H 0.04 0.06 -1.94
H -0.87 1.45 1.33
H -0.57 -0.02 2.24
H 0.80 1.02 1.77
H -3.08 -0.06 -1.62
```

HOMO energy	-3.948	eV
energy relative to the best compared isomer or geometry (same formula, charge and spin)	0.0000	eV
electronic energy	-22804.7970	eV
net charge	-1
E_LUMO	3.51	eV
structure (SMILES)	CC(C)(C)[S@](=O)([O-])=CC#N
frontier orbital gap	7.5	eV

=====

(6)
A molecular structure, C11H17BEuN6 at a distorted geometry, computed with ωB97M-V with the def2-TZVPD basis set.

```
36
Properties=species:S:1:pos:R:3
H -0.32 2.99 2.22
N 0.07 1.66 0.62
B 0.70 0.65 -1.61
N 0.63 1.84 -0.64
C 0.99 3.16 -0.79
Eu -0.93 -0.92 1.43
H 1.46 3.49 -1.69
C 0.64 3.83 0.37
H 0.77 4.87 0.59
C 0.07 2.86 1.21
H 1.07 1.01 -2.68
C -1.56 -3.07 0.87
H -2.04 -2.88 1.88
H -0.60 -3.62 0.95
H -2.32 -3.13 0.06
N -0.73 0.06 -1.73
N 1.66 -0.43 -1.03
N -1.42 -0.43 -0.58
N 1.32 -1.10 0.14
C -1.55 -0.06 -2.80
C 2.86 -0.88 -1.50
H -1.20 0.30 -3.77
H 3.28 -0.44 -2.38
C -2.76 -0.64 -2.39
C 3.30 -1.88 -0.65
C -2.65 -0.84 -1.00
C 2.31 -2.00 0.35
H -3.62 -0.87 -3.02
H 4.21 -2.45 -0.74
H -3.33 -1.36 -0.33
H 2.28 -2.68 1.19
H -1.27 0.76 2.64
C -0.53 0.59 3.47
H -0.21 -0.45 3.70
H -0.95 0.92 4.46
H 0.38 1.14 3.16
```

HOMO energy (alpha / beta)	-5.975 / -6.167	eV
energy relative to the best compared isomer or geometry (same formula, charge and spin)	1.8901	eV
electronic energy	-40626.8039	eV
multiplicity	8
E_LUMO (alpha / beta)	0.11 / -0.05	eV
frontier orbital gap (alpha / beta)	6.1 / 6.1	eV

=====

(7)
HO2PS4 in the gas phase at a distorted geometry, computed with ωB97M-V with the def2-TZVPD basis set.

```
8
Properties=species:S:1:pos:R:3
O -1.74 -0.38 1.35
O -2.84 -0.62 -0.89
P -1.52 -1.18 0.13
S -1.65 -3.17 0.33
S -2.98 2.05 0.40
S -3.85 0.54 -0.42
S -0.06 -0.26 -1.17
H -0.77 0.90 -0.79
```

HOMO energy (alpha / beta)	-8.686 / -8.685	eV
energy relative to the best compared isomer or geometry (same formula, charge and spin)	0.8518	eV
electronic energy	-56740.1811	eV
E_LUMO (alpha / beta)	-4.29 / -4.29	eV
frontier orbital gap (alpha / beta)	4.4 / 4.4	eV

=====

(8)
A molecular structure, C25H22Cl2IrO8P2S9 at a distorted geometry, computed with ωB97M-V with the def2-TZVPD basis set.

```
69
Properties=species:S:1:pos:R:3
Ir 0.34 -0.07 -0.95
Cl 3.10 -1.41 -2.98
C 4.00 -1.08 -1.56
C 5.06 -1.89 -1.22
C 5.81 -1.61 -0.10
C 5.52 -0.51 0.69
C 4.46 0.31 0.34
Cl 4.12 1.69 1.32
C 3.65 0.03 -0.77
S 2.31 1.09 -1.19
H 5.30 -2.74 -1.86
H 6.64 -2.25 0.17
H 6.10 -0.28 1.57
C -2.28 1.71 -4.13
C -2.47 0.33 -3.52
O -3.68 -0.32 -3.94
P -1.13 -0.83 -3.92
O -0.74 -0.57 -5.44
O -1.78 -2.26 -3.94
O 0.09 -0.78 -3.06
P -2.52 0.48 -1.69
O -2.01 -1.04 -1.28
O -3.92 0.70 -1.29
O -1.39 1.38 -1.24
H -2.28 1.66 -5.22
H -1.34 2.14 -3.78
H -3.09 2.36 -3.80
H -4.36 -0.04 -3.31
H 0.12 -0.13 -5.54
H -2.70 -2.22 -4.24
H -2.52 -1.37 -0.51
C -1.06 -2.77 2.21
S -2.00 -3.46 0.82
C -0.87 -3.82 -0.48
C 0.32 -3.28 -0.82
S 1.24 -2.10 0.06
S 1.02 -3.93 -2.31
C -0.23 -5.04 -2.70
S -0.20 -6.03 -4.00
S -1.54 -5.00 -1.57
H -1.77 -2.78 3.04
H -0.76 -1.75 2.00
H -0.20 -3.40 2.43
O -0.09 0.15 0.99
C -0.28 1.28 1.85
C 0.48 2.55 1.48
C 1.49 3.13 2.19
C 2.00 4.31 1.58
C 1.36 4.60 0.41
S 0.13 3.46 0.05
C -1.77 1.60 1.92
C -2.43 2.77 2.11
C -3.85 2.61 2.11
C -4.23 1.33 1.92
S -2.88 0.29 1.73
C 0.16 0.79 3.23
C -0.47 0.89 4.43
C 0.21 0.16 5.46
C 1.31 -0.49 5.00
S 1.55 -0.22 3.33
H 1.86 2.73 3.13
H 2.81 4.90 1.99
H 1.52 5.44 -0.24
H -1.94 3.72 2.27
H -4.55 3.43 2.25
H -5.23 0.93 1.87
H -1.38 1.45 4.58
H -0.11 0.14 6.49
H 1.99 -1.11 5.56
```

HOMO energy (alpha / beta)	-7.753 / -7.748	eV
energy relative to the best compared isomer or geometry (same formula, charge and spin)	0.9278	eV
electronic energy	-186645.1391	eV
multiplicity	2
E_LUMO (alpha / beta)	-1.85 / -2.70	eV
frontier orbital gap (alpha / beta)	5.9 / 5.0	eV

=====

(9)
C3H7N in the gas phase at a distorted geometry, computed with ωB97M-V with the def2-TZVPD basis set.

```
11
Properties=species:S:1:pos:R:3
C -1.16 -0.62 0.36
C 0.41 -0.45 0.13
C 0.85 0.63 -0.68
N 1.31 0.49 0.74
H -1.57 0.42 0.74
H -1.90 -0.79 -0.53
H -1.53 -1.35 1.19
H 0.97 -1.37 -0.34
H 0.37 1.41 -1.03
H 1.40 0.15 -1.71
H 0.84 1.50 1.14
```

HOMO energy	-9.344	eV
energy relative to the best compared isomer or geometry (same formula, charge and spin)	3.3930	eV
electronic energy	-4710.7641	eV
E_LUMO	1.12	eV
structure (SMILES)	C[C@H]1CN1
frontier orbital gap	10.5	eV

=====

(10)
C3H10NOP in the gas phase at a distorted geometry, computed with ωB97M-V with the def2-TZVPD basis set.

```
16
Properties=species:S:1:pos:R:3
C 0.20 -1.62 1.01
C -0.58 -0.56 0.41
C -0.77 -0.84 -1.10
N 0.01 0.69 0.69
P 0.44 1.78 -0.30
O 1.14 2.98 0.49
H 1.26 -1.84 0.57
H 0.26 -1.41 2.15
H -0.32 -2.71 1.02
H -1.58 -0.66 0.87
H -1.30 0.03 -1.52
H -1.34 -1.67 -1.64
H 0.33 -0.73 -1.56
H 1.16 1.47 -1.53
H -0.49 2.50 -0.87
H 1.59 2.58 1.32
```

HOMO energy	-8.806	eV
energy relative to the best compared isomer or geometry (same formula, charge and spin)	2.6967	eV
electronic energy	-16097.8100	eV
E_LUMO	0.86	eV
structure (SMILES)	CC(C)N=[PH2]O
frontier orbital gap	9.7	eV

=====

(11)
2 unconnected molecules or ions with the total composition C37H30BF9N2 at a distorted geometry, computed with ωB97M-V with the def2-TZVPD basis set.

```
79
Properties=species:S:1:pos:R:3
F -0.81 -1.48 5.93
C -0.94 -0.74 4.77
C -2.11 0.00 4.59
C -2.13 0.89 3.52
F -3.35 1.45 3.19
C -1.01 1.19 2.72
B -0.86 2.53 1.97
C -2.07 3.40 1.54
C -2.88 3.35 0.40
F -2.61 2.39 -0.54
C -3.93 4.23 0.17
C -4.12 5.25 1.10
F -5.12 6.18 0.89
C -3.34 5.38 2.25
C -2.35 4.43 2.43
F -1.59 4.47 3.58
C 0.55 3.09 1.68
C 0.97 3.56 0.43
F 0.33 3.10 -0.70
C 2.08 4.37 0.24
C 2.84 4.67 1.37
F 3.84 5.61 1.27
C 2.59 4.10 2.62
C 1.45 3.31 2.73
F 1.21 2.72 3.94
C 0.04 0.24 2.86
F 1.05 0.23 1.92
C 0.12 -0.70 3.87
H -2.98 -0.10 5.25
H -4.57 4.15 -0.71
H -3.48 6.18 2.96
H 2.35 4.75 -0.74
H 3.23 4.27 3.48
H 0.98 -1.36 3.96
C 7.77 -2.12 -1.29
N 6.72 -2.37 -2.26
C 6.99 -3.38 -3.26
C 5.50 -1.78 -2.14
C 5.38 -0.50 -1.52
C 4.13 0.03 -1.27
C 2.97 -0.73 -1.57
C 1.69 -0.28 -1.17
C 0.61 -1.08 -1.18
C -0.70 -0.45 -0.95
C -1.95 -1.24 -1.18
C -3.08 -0.87 -0.44
C -4.28 -1.52 -0.69
C -4.29 -2.63 -1.58
N -5.41 -3.39 -1.69
C -5.40 -4.57 -2.53
C -6.50 -3.32 -0.75
C -3.13 -2.97 -2.33
C -1.96 -2.26 -2.12
C 3.09 -1.96 -2.28
C 4.33 -2.46 -2.59
H 7.43 -1.46 -0.48
H 8.08 -3.07 -0.82
H 8.65 -1.68 -1.77
H 6.27 -3.31 -4.08
H 8.00 -3.22 -3.67
H 6.94 -4.40 -2.85
H 6.27 0.06 -1.24
H 4.02 1.01 -0.79
H 1.58 0.76 -0.85
H 0.68 -2.16 -1.27
H -0.70 -0.23 0.08
H -0.72 0.50 -1.54
H -3.00 -0.09 0.32
H -5.17 -1.17 -0.18
H -4.81 -4.39 -3.43
H -4.96 -5.44 -1.99
H -6.42 -4.79 -2.81
H -6.36 -2.55 0.01
H -7.44 -3.12 -1.27
H -6.60 -4.27 -0.21
H -3.14 -3.80 -3.04
H -1.04 -2.51 -2.66
H 2.19 -2.52 -2.55
H 4.41 -3.42 -3.11
```

HOMO energy	-6.631	eV
energy relative to the best compared isomer or geometry (same formula, charge and spin)	0.5205	eV
electronic energy	-66967.7132	eV
E_LUMO	-0.78	eV
structure (SMILES)	Fc1cc(F)c(B(c2c(F)cc(F)cc2F)c2c(F)cc(F)cc2F)c(F)c1.CN(C)c1ccc(/C=C/Cc2ccc(N(C)C)cc2)cc1
frontier orbital gap	5.9	eV